[1]
Below is a structure of composition C46H79N7O3V in a non-equilibrium geometry, with properties calculated with ωB97M-V/def2-TZVPD.

```
! RIJCOSX wB97M-V def2-TZVPD def2/J DEFGRID3
* xyz 1 3
V 0.110 0.114 -0.605
O 0.526 1.747 -0.740
O -2.408 -1.456 0.642
O 0.471 -1.563 -0.832
N -1.966 1.032 -0.710
N -4.124 -2.245 1.926
N -4.330 -2.188 -0.383
N -2.351 0.948 -2.979
N 0.568 -0.078 2.334
N 2.576 0.118 0.002
N -3.985 1.863 -1.603
C 2.600 7.193 1.948
C -4.823 -3.517 2.113
C -0.018 6.163 -1.850
C -5.782 -2.228 -0.340
C 4.716 6.368 0.925
C -1.451 -4.390 -0.330
C 2.552 2.661 0.005
C -1.723 4.743 -0.726
C 3.458 5.951 1.703
C 3.630 -6.305 1.804
C 5.594 -5.064 0.916
C -2.758 1.286 -1.715
C -0.212 0.597 3.370
C 0.997 -4.024 -0.744
C 1.965 -4.924 -0.313
C -3.541 -1.939 0.708
C -4.760 2.253 -2.782
C 0.767 4.202 -0.469
C -0.207 -6.096 -1.619
C 1.339 -2.648 -0.714
C -0.348 4.727 -1.408
C 2.891 -0.131 1.424
C 0.567 -1.520 2.615
C -2.365 1.488 0.621
C 3.130 -0.937 -0.883
C -3.871 1.481 0.801
C 3.191 1.381 -0.456
C 1.242 2.886 -0.419
C -0.309 -4.597 -1.324
C 2.687 -2.332 -0.573
C -4.498 2.297 -0.307
C 4.231 -5.653 0.550
C 2.701 4.891 0.901
C 3.864 5.368 3.065
C -3.846 2.585 -3.942
C 3.272 3.640 0.654
C 3.271 -4.589 0.034
C -2.976 1.379 -4.219
C -3.742 -2.326 -1.701
C 1.912 0.491 2.395
C -0.592 -3.904 -2.670
C 4.439 -6.727 -0.532
C -0.415 3.887 -2.691
C -3.434 -1.781 3.120
C 1.490 5.142 0.280
C 3.631 -3.273 -0.188
H 2.382 7.727 1.017
H -0.142 -6.692 -0.705
H -4.283 -1.707 -2.417
H -1.113 -6.409 -2.149
H 3.140 1.373 -1.545
H 0.652 -6.330 -2.255
H -4.428 2.847 -4.826
H -1.982 2.500 0.791
H 2.807 -0.682 -1.893
H 0.538 3.936 -3.228
H 3.476 -5.560 2.591
H -2.431 5.335 -1.319
H 6.098 -4.635 0.045
H -2.115 3.730 -0.635
H 4.292 3.422 0.957
H 3.889 0.252 1.657
H -2.197 1.622 -4.941
H -1.224 0.204 3.397
H 4.249 1.394 -0.184
H 4.660 -2.946 -0.071
H -1.306 -5.035 0.546
H -2.703 -2.515 3.475
H 6.234 -5.857 1.310
H -1.457 0.515 -3.018
H -5.780 -3.372 2.616
H -1.661 5.190 0.272
H 4.418 6.112 3.645
H 4.450 6.720 -0.075
H -0.656 6.431 -2.698
H 5.236 7.176 1.450
H -1.196 4.280 -3.351
H 5.414 5.533 0.814
H 1.077 6.142 0.343
H -3.585 0.577 -4.649
H 4.307 -7.073 2.189
H 5.503 -4.292 1.687
H 0.201 -4.145 -3.386
H 1.827 1.558 2.205
H -6.146 -1.925 0.636
H -3.220 3.439 -3.671
H 1.050 -2.085 1.819
H -4.993 -4.010 1.160
H 3.506 -7.247 -0.766
H -0.467 -1.863 2.677
H 2.668 -6.780 1.589
H -4.240 0.457 0.736
H -2.417 -4.644 -0.786
H 4.500 4.485 2.957
H 5.164 -7.470 -0.186
H -4.212 -4.186 2.727
H 1.683 -5.969 -0.265
H -4.150 1.886 1.775
H 1.026 6.256 -2.164
H -1.473 -3.364 0.008
H -1.894 0.835 1.339
H -0.209 6.893 -1.058
H 0.233 0.441 4.362
H 1.652 6.932 2.432
H -4.298 3.363 -0.163
H -6.177 -1.536 -1.087
H -3.790 -3.364 -2.039
H 4.224 -0.905 -0.870
H -2.707 -2.015 -1.663
H 2.975 5.080 3.636
H 2.328 0.368 3.404
H -0.248 1.671 3.180
H -5.452 1.453 -3.066
H -2.916 -0.855 2.904
H -5.359 3.121 -2.511
H -0.638 2.851 -2.477
H 1.074 -1.743 3.564
H 4.820 -6.279 -1.454
H 2.919 -1.203 1.592
H 3.135 7.881 2.607
H -0.637 -2.821 -2.570
H -1.541 -4.253 -3.087
H -4.166 -1.609 3.911
H -5.579 2.160 -0.312
H -6.174 -3.223 -0.572
*
```

The calculation puts the electronic energy at -91243.109 eV. Its expectation value of S² is 2.01. The HOMO energy (spin up / spin down) is -10.14 / -10.49 eV. As for the gap between HOMO and LUMO (spin up / spin down): 8.14 / 8.40 eV. For the largest force on an atom, the calculation gives 4.3 eV Å⁻¹.

These are the Mulliken partial charges, in e, on atoms 1 to 2:
1 V 1.7588
2 O 0.0262

[2]
Below is a structure of composition C8H9F5IrNO5, with properties calculated with ωB97M-V/def2-TZVPD.

```
! RIJCOSX wB97M-V def2-TZVPD def2/J DEFGRID3
* xyz 0 5
Ir 0.631 0.063 -1.109
F 1.905 -1.748 -3.433
F -0.889 -1.585 -3.054
F 0.832 -3.622 -3.287
F -0.596 -2.574 -1.115
F 2.014 -2.925 -1.615
O 0.254 2.053 -1.396
O -0.781 3.804 -0.460
O 3.208 0.155 2.091
O 2.208 -0.216 0.122
O -1.818 -0.026 -0.785
N -0.034 0.854 1.106
C 1.211 -2.544 -2.607
C -1.472 0.696 1.386
C 0.835 0.117 2.023
C 2.219 0.020 1.425
C 0.346 2.269 0.961
C -0.136 2.791 -0.378
C -2.069 -0.411 0.568
C 0.012 -1.760 -2.041
H -1.609 -1.377 0.783
H 0.445 -0.895 2.147
H -3.141 -0.474 0.758
H -2.253 -0.631 -1.399
H 0.915 0.604 2.997
H -0.070 2.885 1.760
H -1.628 0.508 2.452
H -1.975 1.627 1.123
H 1.435 2.343 0.977
*
```

The calculation puts the electronic energy at -36592.741 eV. Its expectation value of S² is 6.01. The HOMO energy (spin up / spin down) is -9.08 / -10.16 eV. As for the gap between HOMO and LUMO (spin up / spin down): 9.32 / 7.67 eV. For the largest force on an atom, the calculation gives 0.5 eV Å⁻¹.

These are the Mulliken partial charges, in e, on atoms 1 to 2:
1 Ir 1.4540
2 F -0.2344

[3]
Below is an isolated molecule of C3H8NP in a non-equilibrium geometry, with properties calculated with ωB97M-V/def2-TZVPD.

```
! RIJCOSX wB97M-V def2-TZVPD def2/J DEFGRID3
* xyz 0 1
P -1.356 0.528 0.024
N -2.606 -0.431 -0.068
C 0.446 -1.438 -0.073
C 0.210 0.023 -0.166
C 1.358 0.980 0.016
H -1.497 1.985 0.016
H 1.014 1.754 0.624
H 2.167 0.493 0.634
H -0.511 -2.065 0.130
H 0.863 -1.760 -1.050
H -3.401 0.053 0.164
H 1.936 1.490 -0.881
H 1.378 -1.613 0.632
*
```

The calculation puts the electronic energy at -14016.946 eV. The HOMO energy is -7.85 eV. The energy above the lowest of the compared OMol25 structures with the same formula, charge and spin comes out at 42.09 kcal per mole. As for the gap between HOMO and LUMO: 8.55 eV. For the largest force on an atom, the calculation gives 3.2 eV Å⁻¹.

These are the Mulliken partial charges, in e, on atoms 1 to 2:
1 P 0.2414
2 N -0.6849